(1)
This record from OMol25 describes C2H4S2 as an isolated structure in a non-equilibrium geometry. The level of theory is wB97M-V/def2-TZVPD.

Each line ends with the natural charge from an NBO analysis.
CARTESIAN COORDINATES (ANGSTROEM)
C (-0.855, -0.585, 0.233)  -0.4864
C (0.282, 0.110, -0.482)  -0.4993
S (-1.205, 1.246, -0.020)  0.0360
S (1.851, 0.421, -0.018)  0.0939
H (-1.493, -1.288, -0.301)  0.2299
H (-0.690, -0.967, 1.231)  0.2260
H (0.336, 0.137, -1.867)  0.2752
H (1.773, 0.925, 1.224)  0.1247

Results
F_max, eV/A: 6.07
Molecular weight, g/mol: 92.19
LUMO level, Eh: 0.02702
Relative energy (zero: lowest compared OMol25 entry of this formula, charge and spin), kJ/mol: 172.3
Frontier orbital gap, Eh: 0.352
HOMO level, eV: -8.8

---

(2)
This record from OMol25 describes a 2-piece molecular cluster, C2H4S2 overall in a non-equilibrium geometry. The level of theory is wB97M-V/def2-TZVPD.

Each line ends with the natural charge from an NBO analysis.
CARTESIAN COORDINATES (ANGSTROEM)
C (-1.494, -0.017, -0.075)  -0.5949
C (1.760, -0.419, 0.078)  -0.5232
S (-1.710, 1.585, 0.522)  0.1469
S (-1.987, 0.914, -1.445)  0.1652
H (-1.983, -0.845, 0.474)  0.2356
H (1.670, -1.397, -0.387)  0.1946
H (1.681, -0.307, 1.241)  0.1933
H (2.063, 0.487, -0.407)  0.1825

Results
F_max, eV/A: 3.60
Molecular weight, g/mol: 92.19
LUMO level, Eh: -0.06202
Relative energy (zero: lowest compared OMol25 entry of this formula, charge and spin), kJ/mol: 543.7
Frontier orbital gap, Eh: 0.197
HOMO level, eV: -7.1

---

(3)
This record from OMol25 describes a 2-piece molecular cluster, C2H4S3 overall in a non-equilibrium geometry. The level of theory is wB97M-V/def2-TZVPD.

Each line ends with the natural charge from an NBO analysis.
CARTESIAN COORDINATES (ANGSTROEM)
C (-1.070, 1.887, -1.503)  -0.4753
C (-0.736, -1.031, 1.009)  -0.5364
S (0.291, 2.683, -1.498)  0.4699
S (2.183, 1.674, -0.838)  -0.2714
S (0.195, -0.666, 2.224)  0.1498
H (-1.218, 1.012, -1.071)  0.1543
H (-1.820, -0.637, 0.868)  0.1927
H (-0.504, -1.831, 0.234)  0.1947
H (1.357, 0.663, -0.635)  0.1216

Results
F_max, eV/A: 5.33
Molecular weight, g/mol: 124.26
LUMO level, Eh: -0.02662
Relative energy (zero: lowest compared OMol25 entry of this formula, charge and spin), kJ/mol: 385.7
Frontier orbital gap, Eh: 0.309
HOMO level, eV: -9.1

---

(4)
This record from OMol25 describes a 28-piece molecular cluster, C2H55O30S overall in a non-equilibrium geometry. The level of theory is wB97M-V/def2-TZVPD.

Each line ends with the Mulliken charge.
CARTESIAN COORDINATES (ANGSTROEM)
C (-3.079, -1.166, -4.406)  0.0915
C (-2.513, -1.493, -3.400)  -0.6687
S (-1.778, -1.952, -1.917)  1.0327
O (-0.327, -2.114, -2.137)  -0.4829
O (-2.030, -0.865, -0.984)  -0.8218
O (-2.339, -3.204, -1.463)  -0.5480
H (-3.328, -1.086, -5.436)  0.4099
O (-1.598, 1.104, -5.170)  -0.5304
H (-0.904, 0.973, -5.821)  0.2413
H (-1.215, 1.762, -4.570)  0.3676
O (-3.025, 3.883, -5.409)  -0.6387
H (-3.732, 4.043, -6.044)  0.3093
H (-3.012, 2.923, -5.292)  0.3134
O (0.815, 2.641, -5.148)  -0.6212
H (1.057, 3.072, -4.320)  0.2966
H (0.691, 3.361, -5.774)  0.2926
O (0.942, -4.693, -0.993)  -0.6246
H (0.172, -4.120, -0.948)  0.3293
H (1.650, -4.092, -1.259)  0.3357
O (-4.910, 6.396, -5.933)  -0.6345
H (-4.068, 6.525, -5.481)  0.3203
H (-5.568, 6.464, -5.234)  0.3098
O (2.487, -0.875, -2.160)  -0.6969
H (2.449, -1.391, -2.972)  0.2515
H (1.580, -0.930, -1.818)  0.3421
O (3.641, -2.415, -4.810)  -0.5732
H (3.366, -2.489, -5.730)  0.2973
H (4.361, -3.047, -4.728)  0.2785
O (0.014, 0.484, 0.650)  -0.6612
H (0.833, 0.049, 0.384)  0.3038
H (-0.670, -0.036, 0.199)  0.3885
O (2.722, -0.514, 1.009)  -0.4113
H (3.462, -0.974, 0.602)  0.2463
H (2.949, -0.439, 1.945)  0.2814
O (1.679, -0.866, 3.815)  -0.6929
H (0.876, -0.902, 3.278)  0.3212
H (1.575, -1.577, 4.458)  0.3286
O (0.834, -0.914, 6.584)  -0.6514
H (1.113, -0.178, 6.025)  0.3843
H (0.229, -0.501, 7.207)  0.2972
O (3.613, -3.622, -1.684)  -0.6443
H (3.492, -2.657, -1.725)  0.3814
H (4.001, -3.852, -2.532)  0.2263
O (-3.387, -6.217, -1.993)  -0.6332
H (-2.654, -6.327, -2.608)  0.2955
H (-3.101, -5.477, -1.445)  0.3158
O (0.173, 1.849, 7.251)  -0.6068
H (0.447, 2.320, 8.046)  0.2865
H (-0.141, 2.543, 6.660)  0.3196
O (0.835, -4.058, -4.387)  -0.6131
H (1.452, -3.350, -4.592)  0.2868
H (0.235, -3.661, -3.737)  0.3270
O (5.318, -1.644, -0.017)  -0.7138
H (6.242, -1.916, -0.009)  0.3017
H (4.837, -2.485, -0.050)  0.3085
O (3.068, 2.313, 2.022)  -0.6743
H (3.864, 1.874, 1.706)  0.3138
H (2.356, 1.851, 1.563)  0.3627
O (6.598, -0.259, 2.643)  -0.6226
H (6.402, -0.602, 1.765)  0.3160
H (6.145, -0.861, 3.241)  0.3114
O (-0.063, -7.207, -2.086)  -0.6100
H (0.641, -7.402, -2.714)  0.2921
H (0.298, -6.484, -1.547)  0.3634
O (0.073, 4.388, 9.170)  -0.6174
H (0.627, 5.167, 9.049)  0.3211
H (-0.519, 4.625, 9.894)  0.3216
O (-2.010, 5.365, 11.327)  -0.6717
H (-2.869, 5.481, 11.747)  0.2882
H (-1.529, 4.792, 11.936)  0.3251
O (1.822, -7.846, -4.836)  -0.6043
H (2.524, -8.197, -5.391)  0.2818
H (1.017, -7.963, -5.351)  0.3153
O (-6.558, 7.077, -8.426)  -0.6491
H (-7.079, 6.411, -7.969)  0.3050
H (-5.756, 7.141, -7.893)  0.3470
O (-2.452, 3.947, 7.256)  -0.6310
H (-2.824, 3.162, 7.668)  0.3255
H (-1.642, 4.119, 7.750)  0.3107
O (-0.635, 7.742, 10.205)  -0.6264
H (-1.033, 6.967, 10.625)  0.3407
H (0.165, 7.918, 10.709)  0.3133
O (-5.161, -3.917, -0.506)  -0.6059
H (-4.254, -4.184, -0.326)  0.3033
H (-5.670, -4.732, -0.488)  0.3005
O (-0.590, 2.463, -2.569)  -0.6044
H (-1.452, 2.728, -2.232)  0.2896
H (-0.268, 1.830, -1.913)  0.3175

Results
F_max, eV/A: 2.86
Molecular weight, g/mol: 591.50
LUMO level, Eh: 0.03262
Frontier orbital gap, Eh: 0.276
HOMO level, eV: -6.6
Charge: -1

---

(5)
This record from OMol25 describes a 2-piece molecular cluster, C2H5BO2 overall in a non-equilibrium geometry. The level of theory is wB97M-V/def2-TZVPD.

Each line ends with the natural charge from an NBO analysis.
CARTESIAN COORDINATES (ANGSTROEM)
B (0.486, 0.447, -0.140)  0.8989
C (-2.409, 0.497, -0.186)  0.2682
C (1.140, -0.944, -0.011)  -1.0967
O (-3.122, -0.412, -0.519)  -0.5210
O (0.991, 1.592, 0.153)  -0.8943
H (-2.879, 1.379, 0.168)  0.1072
H (2.259, -0.917, 0.201)  0.2165
H (0.932, -1.587, -0.829)  0.2615
H (0.653, -1.506, 0.815)  0.2698
H (1.949, 1.451, 0.349)  0.4899

Results
F_max, eV/A: 3.40
Molecular weight, g/mol: 71.87
LUMO level (alpha / beta), Eh: -0.00075 / 0.00550
Relative energy (zero: lowest compared OMol25 entry of this formula, charge and spin), kJ/mol: 477.9
Frontier orbital gap (alpha / beta), Eh: 0.284 / 0.264
HOMO level (alpha / beta), eV: -7.7 / -7.0

---

(6)
This record from OMol25 describes a 2-piece molecular cluster, C2H5Br2OPS overall in a non-equilibrium geometry. The level of theory is wB97M-V/def2-TZVPD.

Each line ends with the natural charge from an NBO analysis.
CARTESIAN COORDINATES (ANGSTROEM)
C (-1.352, -0.690, 0.076)  -0.6566
C (-0.858, 0.519, -0.660)  -0.0987
O (0.631, 0.451, -0.829)  -0.8272
P (1.538, 0.721, 0.456)  1.0238
S (3.332, 0.352, -0.262)  -0.2998
Br (1.240, 2.921, 0.870)  -0.2188
Br (2.457, -3.170, 1.346)  -0.0238
H (-2.393, -0.529, 0.363)  0.2279
H (-1.422, -1.739, -0.512)  0.2282
H (-0.684, -0.950, 1.004)  0.2262
H (-1.174, 1.503, -0.163)  0.2033
H (-1.315, 0.612, -1.689)  0.2154

Results
2S+1: 3
F_max, eV/A: 3.26
Molecular weight, g/mol: 267.91
LUMO level (alpha / beta), Eh: 0.01830 / -0.13088
Frontier orbital gap (alpha / beta), Eh: 0.358 / 0.224
HOMO level (alpha / beta), eV: -9.2 / -9.7

---

(7)
This record from OMol25 describes one molecule with the formula C2H5BrCl2Si in a non-equilibrium geometry. The level of theory is wB97M-V/def2-TZVPD.

Each line ends with the natural charge from an NBO analysis.
CARTESIAN COORDINATES (ANGSTROEM)
C (1.343, 0.207, -0.497)  -0.6250
C (0.352, -0.015, 0.635)  -0.8912
Si (-1.463, -0.240, 0.111)  1.3484
Cl (-1.785, -1.157, -1.776)  -0.3769
Cl (-2.446, -1.438, 1.429)  -0.3418
Br (-2.355, 1.756, -0.201)  -0.2748
H (1.662, 1.236, -0.362)  0.2129
H (2.297, -0.343, -0.225)  0.2110
H (1.204, 0.011, -1.564)  0.2328
H (0.421, 0.838, 1.286)  0.2515
H (0.770, -0.854, 1.164)  0.2530

Results
SMILES: CC[Si](Cl)(Cl)Br
F_max, eV/A: 2.75
Molecular weight, g/mol: 207.96
LUMO level, Eh: 0.01868
Relative energy (zero: lowest compared OMol25 entry of this formula, charge and spin), kJ/mol: 5.5
Frontier orbital gap, Eh: 0.417
HOMO level, eV: -10.8

---

(8)
This record from OMol25 describes C2H5BrNO2S as an isolated structure in a non-equilibrium geometry. The level of theory is wB97M-V/def2-TZVPD.

Each line ends with the natural charge from an NBO analysis.
CARTESIAN COORDINATES (ANGSTROEM)
C (0.396, 0.255, 0.508)  -0.6206
C (-0.738, -0.542, -0.212)  -0.2452
N (-2.035, -0.232, 0.333)  -0.7779
O (-3.602, 2.166, 1.016)  -0.9759
O (-1.672, 2.781, -0.267)  -0.9848
S (-2.740, 1.829, -0.107)  1.6334
Br (-3.380, -1.224, -0.417)  0.0607
H (0.635, -0.396, 1.372)  0.1835
H (1.240, 0.358, -0.166)  0.2009
H (-0.019, 1.146, 1.098)  0.2367
H (-0.670, -0.261, -1.334)  0.1244
H (-0.393, -1.538, -0.104)  0.1646

Results
F_max, eV/A: 3.17
Molecular weight, g/mol: 187.04
LUMO level, Eh: 0.12722
Relative energy (zero: lowest compared OMol25 entry of this formula, charge and spin), kJ/mol: 29.2
Frontier orbital gap, Eh: 0.256
HOMO level, eV: -3.5
Charge: -1

---

(9)
This record from OMol25 describes one molecule with the formula C2H5BrNP in a non-equilibrium geometry. The level of theory is wB97M-V/def2-TZVPD.

Each line ends with the natural charge from an NBO analysis.
CARTESIAN COORDINATES (ANGSTROEM)
C (0.142, -1.622, -0.406)  -0.7110
C (-0.389, -0.280, -0.094)  0.1696
N (0.341, 0.740, -0.107)  -0.7571
P (0.243, 2.392, -0.077)  0.7331
Br (-1.272, 3.006, 1.363)  -0.2640
H (1.221, -1.856, -0.129)  0.2388
H (-0.394, -2.591, 0.010)  0.2254
H (0.202, -2.010, -1.436)  0.2504
H (-1.457, -0.372, 0.151)  0.1620
H (1.364, 2.592, 0.726)  -0.0471

Results
SMILES: C/C=N/PBr
F_max, eV/A: 4.99
Molecular weight, g/mol: 153.95
LUMO level, Eh: 0.02019
Relative energy (zero: lowest compared OMol25 entry of this formula, charge and spin), kJ/mol: 51.9
Frontier orbital gap, Eh: 0.351
HOMO level, eV: -9.0

---

(10)
This record from OMol25 describes one molecule with the formula C2H5BrO in a non-equilibrium geometry. The level of theory is wB97M-V/def2-TZVPD.

Each line ends with the natural charge from an NBO analysis.
CARTESIAN COORDINATES (ANGSTROEM)
C (-0.256, 0.586, 0.517)  -0.0890
C (-0.335, -0.645, -0.268)  -0.4008
O (1.003, 0.922, 0.892)  -0.6983
Br (1.015, -0.800, -1.798)  -0.1010
H (-0.948, 0.315, 1.318)  0.2056
H (-0.843, 1.484, -0.198)  0.1319
H (-1.335, -0.935, -0.773)  0.2473
H (0.127, -1.553, 0.252)  0.2268
H (1.573, 0.625, 0.057)  0.4776

Results
SMILES: OCCBr
F_max, eV/A: 4.79
Molecular weight, g/mol: 124.96
LUMO level, Eh: 0.02570
Relative energy (zero: lowest compared OMol25 entry of this formula, charge and spin), kJ/mol: 100.1
Frontier orbital gap, Eh: 0.402
HOMO level, eV: -10.3

---

(11)
This record from OMol25 describes one molecule with the formula C2H5BrO2S2 in a non-equilibrium geometry. The level of theory is wB97M-V/def2-TZVPD.

Each line ends with the natural charge from an NBO analysis.
CARTESIAN COORDINATES (ANGSTROEM)
C (-1.244, 0.455, 0.530)  -0.8880
C (2.442, -1.236, 0.323)  -0.0929
O (0.015, -0.799, -1.438)  -0.9233
O (1.287, -0.049, 0.676)  -0.7737
S (0.892, 1.911, -1.208)  -0.4462
S (0.213, 0.305, -0.476)  1.8067
Br (1.576, -2.928, -0.241)  0.0744
H (-1.955, 1.293, 0.371)  0.2717
H (-1.836, -0.531, 0.277)  0.2720
H (-0.853, 0.552, 1.609)  0.2706
H (2.795, -1.273, 1.321)  0.2109
H (3.168, -0.841, -0.355)  0.2178

Results
SMILES: C[S@@](=O)(=S)OCBr
F_max, eV/A: 3.72
Molecular weight, g/mol: 205.10
LUMO level, Eh: 0.00930
Relative energy (zero: lowest compared OMol25 entry of this formula, charge and spin), kJ/mol: 54.6
Frontier orbital gap, Eh: 0.343
HOMO level, eV: -9.1

---

(12)
This record from OMol25 describes a 2-piece molecular cluster, C2H5BrO3S overall in a non-equilibrium geometry. The level of theory is wB97M-V/def2-TZVPD.

Each line ends with the natural charge from an NBO analysis.
CARTESIAN COORDINATES (ANGSTROEM)
C (-0.665, 2.537, 0.614)  -0.2676
C (0.884, -3.292, -1.092)  0.2737
O (0.233, -2.508, -1.739)  -0.4919
O (-0.658, 2.916, -2.155)  -0.9129
O (-0.576, 1.441, -0.243)  -0.7130
S (-0.249, 1.597, -1.849)  1.5385
Br (1.935, 1.614, -1.865)  -0.2187
H (0.461, 2.831, 0.929)  0.1692
H (-1.291, 2.580, 1.469)  0.2101
H (-0.921, 3.359, 0.076)  0.1944
H (0.810, -4.288, -1.538)  0.0940
H (1.457, -3.255, -0.188)  0.1241

Results
F_max, eV/A: 5.27
Molecular weight, g/mol: 189.03
LUMO level, Eh: 0.01172
Relative energy (zero: lowest compared OMol25 entry of this formula, charge and spin), kJ/mol: 127.7
Frontier orbital gap, Eh: 0.385
HOMO level, eV: -10.2